Density functional theory data (wB97M-V/def2-TZVPD) for an isolated molecule of C3H6OS2 in a non-equilibrium geometry.

Summary:
total charge = 0
ΔE to the lowest compared entry with this formula, charge and spin = 1.705 eV
structure (SMILES) = OC1[C@@H](S)[C@@H]1S
E_tot = -26924.73809 eV

Each line ends with the Löwdin charge.
Element x y z (Å)
S -1.8428 -1.1370 -0.2518  0.79
S 2.5047 -0.4859 -0.1053  0.75
O -0.7705 1.8633 -0.3264  0.00
C 0.0148 0.9066 0.3124  -0.40
C 0.7665 -0.0855 -0.5513  -0.58
C -0.2996 -0.5509 0.4122  -0.63
H 2.5447 -1.7118 -0.5708  -0.17
H -2.6355 -0.7351 0.7379  -0.14
H -1.6833 1.6291 -0.3790  0.06
H 0.5326 -0.0459 -1.5766  0.09
H 0.1332 -1.0034 1.3177  0.11
H 0.7352 1.3566 0.9811  0.13

Cartesian forces (eV/Å) of the 2 atoms listed first:
0.2 -0.3 -0.3
-0.8 1.3 0.0

***

Density functional theory data (wB97M-V/def2-TZVPD) for a structure of composition C27H26ClInN5OSTe.

Summary:
total charge = +1
E_tot = -73741.03977 eV

Each line ends with the Löwdin charge.
Element x y z (Å)
Te 0.2227 3.4360 -0.7974  0.94
In -0.1185 0.7958 -0.2352  0.62
Cl -4.5397 -4.9923 -1.3990  0.69
S 2.8125 2.9924 -2.8461  0.93
O -0.9141 -0.3954 -1.7044  -0.19
N -0.0553 -1.1815 0.9396  0.04
N 1.9775 0.5219 0.8153  0.03
N -3.3177 1.3942 -0.5701  0.10
N -1.7876 1.3173 1.1260  -0.05
N -3.7853 2.5373 1.3888  -0.03
C -0.8201 -2.1841 0.6826  -0.03
C 0.5591 3.5526 -3.8888  -0.24
C 1.4752 3.4288 -4.9643  -0.18
C 4.1055 0.5061 2.6074  0.03
C -3.2960 3.1515 2.6121  -0.13
C 1.8091 -2.0348 4.0726  -0.05
C -5.6104 2.0630 -0.1539  -0.15
C -5.0115 3.0681 0.8108  -0.13
C 3.0070 1.3168 0.6511  -0.11
C 1.1416 3.3383 -2.6732  -1.03
C 0.8674 -1.2351 2.0002  -0.20
C -3.4532 -2.8049 -2.5649  -0.07
C -1.3438 1.6637 2.4719  -0.23
C 1.9691 -0.3396 1.8692  -0.15
C -3.4594 -3.6419 -1.4497  -0.67
C -1.7096 -1.4438 -1.5632  -0.34
C -4.5746 1.7355 -1.2128  -0.15
C -2.5924 -1.7340 -2.6208  0.00
C 2.7322 3.1166 -4.5497  -0.41
C 4.1185 1.3234 1.5142  -0.01
C -1.7209 -2.2998 -0.4356  -0.12
C 2.9012 -1.2267 3.9334  -0.01
C 3.0043 -0.3573 2.8220  -0.13
C -2.4703 2.1367 3.3720  -0.14
C 0.7847 -2.0428 3.1046  0.00
C -2.5962 -3.4009 -0.4102  -0.05
C -2.9531 1.7498 0.6749  -0.38
H -5.6951 3.2779 1.6353  0.13
H -2.6985 4.0428 2.3781  0.14
H -0.7803 -3.0623 1.3322  0.13
H 3.6071 2.9585 -5.1523  0.07
H 4.9240 0.5063 3.3134  0.13
H 1.2098 3.5620 -5.9995  0.11
H -4.4292 2.5873 -1.8875  0.13
H 2.9552 2.0068 -0.1842  0.05
H -4.8053 4.0181 0.3014  0.14
H 3.6935 -1.2343 4.6674  0.12
H -4.1212 -3.0118 -3.3881  0.11
H -4.1622 3.4777 3.1879  0.13
H -3.1041 1.2972 3.6620  0.13
H -2.7291 0.7336 -1.0418  0.09
H -5.8919 1.1584 0.3885  0.13
H -6.5086 2.4721 -0.6146  0.12
H -2.5602 -1.0925 -3.4905  0.13
H -0.4865 3.7828 -4.0116  0.10
H -0.8703 0.7767 2.9068  0.11
H -0.5685 2.4414 2.4122  0.11
H 1.7224 -2.6871 4.9283  0.12
H -0.0639 -2.6944 3.2509  0.12
H -2.5840 -4.0668 0.4416  0.12
H -2.0625 2.5775 4.2806  0.12
H 4.9425 1.9896 1.3111  0.12
H -4.8822 0.8781 -1.8155  0.13

Cartesian forces (eV/Å) of the 2 atoms listed first:
0.0 0.0 -0.1
0.1 0.1 0.3

***

- What is the total charge in the second record?
  +1